# 1
Here is a structure of composition C17H29B2BeBrCaClF4ILiO14Si in a non-equilibrium geometry from the Open Molecules 2025 dataset. Energies are from wB97M-V/def2-TZVPD.

Geometry as XYZ:
```
73
Properties=species:S:1:pos:R:3:forces:R:3:mulliken_charge:R:1
H 1.355477 -2.702576 1.070345 -0.120 0.204 -1.105 0.369
C 0.335258 -2.321634 -0.965085 0.056 -1.063 0.385 -0.244
C -2.686614 5.712687 -4.106201 0.974 -0.165 -0.919 0.789
H -0.241808 2.736472 -0.384254 0.197 -0.721 0.848 0.351
O -1.455472 5.948561 -3.947240 0.317 0.498 0.898 -0.599
H -4.085169 3.022791 2.521783 -0.064 -0.919 1.856 0.456
C 2.418969 1.233226 3.302514 0.334 -1.277 -0.001 -1.166
C -0.379552 2.185482 0.586468 -1.824 0.867 0.262 0.099
C -1.066254 -2.116180 -0.275259 -0.333 0.896 -2.969 -0.198
H -5.591761 2.615730 1.643753 -0.750 -0.373 0.284 0.388
O -3.056882 -8.964846 2.527316 0.741 1.118 -0.582 -0.613
O -5.478665 0.150080 2.919137 0.528 0.219 0.287 -0.313
H 2.673019 -0.880659 3.953748 -0.594 0.550 -1.107 0.432
O -3.548661 5.841190 -3.227568 -0.851 -0.138 0.865 -0.602
F -4.340299 3.626573 3.977923 0.138 0.612 0.051 -0.777
H 0.688091 3.802505 -6.299014 0.163 0.025 -0.058 0.319
H 0.226502 5.169243 -4.334490 0.045 -0.400 0.101 0.154
C -5.240884 1.449347 3.432940 -1.372 0.761 0.028 0.268
H 1.803399 4.787869 -3.609723 0.152 -0.196 -0.169 0.282
H 1.296733 -0.626364 2.749468 1.138 0.095 0.023 -0.064
O 1.767742 1.749991 -1.163983 -1.266 -1.107 0.932 -0.768
C 1.451154 3.823693 -5.516110 0.517 0.290 -0.039 0.350
H -0.972032 -9.950265 0.513940 0.131 0.087 0.063 0.251
F 0.928143 3.294756 2.553926 -0.635 0.642 0.175 -0.873
O 0.834978 1.045076 -3.733252 0.129 0.093 -0.166 -0.610
O -4.334089 -1.034055 1.372830 -0.219 0.533 0.382 -0.441
H -0.120647 -9.686761 2.050375 0.001 0.060 -0.157 0.251
C 2.359417 -0.336983 3.004969 1.153 0.664 0.493 0.241
O -2.911992 5.321451 -5.284458 -0.907 -0.250 -0.348 -0.504
O -4.086277 1.205228 1.488156 -0.722 -0.704 0.101 -0.074
C 3.863335 -0.309784 -2.774918 0.533 -0.781 -0.175 -0.871
C -4.765309 2.205969 2.244082 0.793 -0.356 -0.646 -0.931
Be -1.531432 -5.425215 1.398484 -0.228 -2.450 0.182 0.499
H 2.515652 1.827996 2.347502 -0.403 -0.548 1.291 0.235
H -1.343645 -1.040877 -0.062762 0.669 -1.238 0.465 -0.030
C -1.098480 -9.856772 1.594720 0.384 -0.046 -0.250 -0.797
O 5.375027 -0.935920 -0.751924 -3.644 0.702 -1.141 -0.533
Si 2.592010 -0.750503 0.120542 0.250 -0.527 0.950 -0.533
H -1.502089 -10.792779 1.978760 -0.121 0.220 0.024 0.269
O 1.815488 2.494668 -5.171939 -0.726 -0.213 0.212 -0.294
O -1.616709 -7.555881 1.487625 0.987 4.370 -0.933 -0.619
B 1.403222 0.818070 -0.152592 -0.668 0.615 0.088 1.348
H 1.471573 1.500912 3.850665 1.250 0.174 -0.716 0.255
B 4.044030 -0.669048 -1.201198 3.131 -0.503 -1.076 0.392
H 4.668557 -0.898887 -3.330319 -0.978 0.755 0.572 0.315
H 5.720012 -0.068200 -0.273447 0.444 -1.100 -0.111 0.115
H 4.117970 0.781786 -2.920095 -0.470 -1.007 0.102 0.177
H 0.282653 -3.316287 -1.522455 -0.082 1.164 0.667 0.371
I 4.250158 -2.693860 2.270200 -0.104 0.490 -0.138 -0.105
C -2.025201 -8.690212 1.908619 -1.719 -2.239 1.470 0.674
Li -4.688110 0.317689 5.519041 -0.061 -0.244 0.384 0.965
H 3.344565 1.416877 3.934960 -1.137 -0.080 -0.682 0.387
Br 7.163922 0.847403 0.350102 0.847 1.105 0.700 -0.771
H 1.470154 1.363211 -2.020554 0.414 0.270 0.429 0.100
C 1.016747 2.162997 -4.125589 -0.223 0.044 0.348 0.537
F -6.405740 1.941293 3.900079 0.049 -0.511 0.275 -0.241
H 2.857762 -0.577390 -3.207465 0.900 0.578 0.282 0.233
O 0.249373 0.899898 0.664018 1.095 1.004 -1.806 -0.257
C 1.579152 -2.381197 0.013346 0.190 -0.707 -0.582 -0.594
O 0.431546 3.248709 -3.572164 0.248 -0.853 -0.383 -0.205
Cl -1.328056 -3.072401 1.272230 -0.024 -0.664 0.160 0.019
H -0.076629 2.794708 1.511291 0.546 -0.187 -0.606 0.480
H -4.507629 1.399188 4.244651 0.381 0.832 -0.441 0.286
C -4.607161 0.004381 1.872343 0.655 -1.329 -1.422 0.514
H 0.457442 -1.544533 -1.791018 -0.341 -0.676 1.200 0.043
H 4.314534 -0.002158 1.823458 -1.075 -0.875 0.332 0.635
H -1.852917 -2.484002 -1.012439 0.823 0.295 1.243 0.493
F 2.551564 4.474275 -5.968656 0.019 -0.082 -0.205 -0.308
C 3.406749 -0.686561 1.857672 -0.535 0.241 0.576 -0.925
C 0.982721 4.391073 -4.213461 -0.175 1.154 0.133 -0.264
H -1.511047 2.020931 0.695578 0.341 -0.131 -0.214 -0.692
Ca -3.909402 3.915233 0.795623 1.551 1.467 -1.634 1.173
H 2.281847 -3.176437 -0.405554 -0.847 0.963 0.662 0.306
```
Forces are in eV/Å.

- Kohn-Sham gap: 1.32 eV
- E_HOMO: -4.11 eV
- E_tot: -176565.071 eV
- Total charge: -1

=====

# 2
Here is a structure of composition C17H29BBr4CaClFMg2N3O14P4S in a non-equilibrium geometry from the Open Molecules 2025 dataset. Energies are from wB97M-V/def2-TZVPD.

Geometry as XYZ:
```
78
Properties=species:S:1:pos:R:3:forces:R:3:mulliken_charge:R:1
O 3.965620 0.037554 -7.168612 -0.033 0.124 -0.077 -0.584
C -0.227462 1.050512 -1.350719 1.587 -3.005 1.691 0.974
Br 1.245171 1.829597 -5.373539 -0.557 0.077 0.452 -0.373
O 5.380309 -3.802930 -4.582949 -0.153 0.391 -0.251 -0.493
C 4.066491 0.007580 -1.152855 -0.881 1.006 1.022 -0.367
N 4.860478 -0.693221 1.060261 -0.206 -0.077 1.232 -0.686
H -7.999978 0.044374 3.601563 -0.021 -0.062 0.035 0.317
C -6.897260 -1.626096 2.788064 -0.108 0.241 -0.636 0.392
N -2.820417 0.869986 -1.870156 1.338 1.532 1.584 0.175
O 5.322137 3.363278 -0.390394 0.074 -0.725 -1.585 -0.426
H -0.803010 -0.836223 -0.287512 0.408 0.112 0.058 0.880
Ca -3.422003 2.735350 1.365033 1.828 2.336 3.863 1.119
Br 0.589768 0.755073 2.577478 -1.828 0.490 0.167 -0.224
H 3.208736 0.524201 -6.826105 -0.059 -0.077 0.082 0.284
P -0.097697 0.298449 -4.336488 0.051 -0.865 -1.380 0.024
H -8.968873 -1.019274 2.566213 0.002 0.033 -0.029 0.372
O 5.747523 -3.931744 -2.126031 -0.108 0.387 0.439 -0.495
H 5.640056 -1.339460 -0.704637 -0.178 0.047 0.166 0.358
H -6.627430 -1.865788 0.653385 -0.111 0.092 0.012 0.207
O 5.970509 -1.751848 -3.276405 0.373 -0.204 0.009 -0.435
C -6.851512 -2.480242 1.530977 0.122 -0.232 0.046 -1.130
O 1.781523 0.896537 -2.628922 -0.750 0.811 -0.096 0.557
H -7.797509 0.109918 1.857201 -0.010 -0.101 -0.104 0.273
S 0.982812 -1.487855 -2.270366 -0.928 -0.618 0.603 -0.123
C -0.217709 0.076267 -0.093045 -1.615 0.143 -0.299 -2.617
H -1.050393 1.821025 1.027516 0.659 -0.053 -0.167 0.031
Br -2.542717 -4.636270 4.424347 -1.103 -0.870 -0.976 -0.699
H -2.950255 0.706613 1.722696 0.147 -1.167 -0.006 -0.546
C -2.060781 0.028974 1.733232 0.704 0.175 0.411 -0.281
O 5.260218 5.041371 -2.287951 -1.104 -0.908 -0.425 -0.773
F -4.219632 2.191900 -0.289370 -0.875 -1.032 -4.294 -0.361
Mg 2.969035 -0.704187 3.602377 -3.580 -1.046 3.447 0.850
H -2.058642 0.504457 -5.144518 -0.153 0.046 -0.145 0.368
P 5.203133 -3.070189 -3.258945 -0.037 -0.018 -0.162 0.609
N 1.496868 -1.884640 5.041881 1.769 0.738 -1.813 -0.222
H 4.796109 2.582253 -3.713911 0.267 -0.431 -0.258 0.313
H -1.917142 -0.222689 2.792970 -0.186 0.128 -0.247 0.376
C 3.137185 0.899505 0.806735 -1.048 1.335 0.244 -1.398
C 0.502661 0.278264 -2.537422 1.499 0.998 -1.362 0.915
C -0.799222 0.752353 1.161927 -0.454 -1.027 0.509 0.548
H -7.801612 -2.990740 1.364843 0.007 0.017 -0.027 0.397
H -1.488665 -3.006098 5.002233 1.360 0.005 1.037 -0.013
O -1.618166 0.985060 -4.437100 0.715 0.109 0.852 -0.417
C 3.104270 0.884648 -0.597796 1.342 -0.433 0.633 0.572
O 3.721178 -2.792273 -3.043691 -0.205 -0.422 0.065 -0.152
H -0.524121 -4.025169 6.163126 0.089 -0.098 -0.052 0.460
H 4.499979 0.706712 -7.605702 0.070 -0.033 -0.018 0.299
H 2.448505 1.561803 1.313558 0.290 0.098 -0.113 1.472
H -2.281871 -0.916428 1.229606 -0.242 0.317 -0.070 0.230
O -5.631354 -0.997531 2.985481 0.191 0.053 0.400 -0.456
C 0.531181 -2.390157 5.401906 -0.819 -0.356 0.757 0.515
C 3.956967 0.123759 1.585010 -0.308 -0.287 -0.609 0.210
C -7.984927 -0.566261 2.697605 -0.060 0.073 0.236 -1.195
Mg 3.758859 5.310712 -3.805037 0.151 0.869 -0.473 0.020
H 2.251741 4.449939 -0.838759 0.617 -0.212 0.053 0.094
C -1.652797 1.627297 -1.511234 1.393 0.684 -1.841 -0.639
C 4.885511 -0.693959 -0.248284 1.165 -0.989 -2.229 -0.702
H -7.075248 -2.260889 3.656141 0.220 0.067 0.068 0.309
H -1.123107 -2.447542 6.742833 0.568 -0.420 -1.100 0.273
C -0.684802 -3.002973 5.855848 -1.112 1.284 -0.759 -0.916
C -3.848169 0.962150 -0.950851 0.711 -2.323 -1.669 0.453
H -2.619459 -0.086497 -2.145601 -0.511 -0.176 0.149 0.357
H 4.718010 3.861947 0.173781 0.054 -0.032 0.291 0.325
H 4.187384 -0.099656 -2.228585 0.107 -0.328 0.275 0.685
Cl 2.231101 1.375984 4.785526 1.295 -1.026 -0.411 -0.507
B 2.049112 1.773064 -1.462539 -0.100 -2.253 -0.539 -0.244
H 0.920023 -2.091016 -3.484248 -0.045 0.760 0.090 0.236
O -4.464818 0.025220 -0.668813 -2.012 -0.859 1.046 -0.363
H 3.858249 0.189227 2.696549 2.130 1.961 -1.949 0.246
H -5.460278 -0.433623 2.224981 -0.135 -0.108 -0.163 0.174
O 0.722408 1.962361 -0.926119 -1.578 1.953 0.372 -0.934
Br 0.002058 -2.328407 8.535106 0.507 0.342 1.419 -0.707
P 2.622337 3.609328 -1.926904 -0.054 0.003 -0.923 -0.067
O -1.802996 2.796955 -1.355343 -0.499 1.372 1.088 -0.432
P 4.804657 3.637573 -1.907914 1.105 1.555 1.436 0.882
O 5.418286 2.587451 -2.962358 -0.876 0.285 1.478 -0.285
H -6.062007 -3.228655 1.606855 -0.040 -0.015 0.085 0.323
H 0.820477 -0.167424 0.142978 -0.235 -0.157 -0.641 0.791
```
Forces are in eV/Å.

- Kohn-Sham gap: 1.33 eV
- E_HOMO: -4.00 eV
- E_tot: -424635.828 eV
- Total charge: -1